ORCA calculation (ωB97M-V/def2-TZVPD) on the molecule C9H16N3O2P in a non-equilibrium geometry.

Output
Max |F|   3.798 eV Å⁻¹
Lowest unoccupied orbital energy   0.9 eV
Electronic energy   -27444.1921 eV
Gap between HOMO and LUMO   7.89 eV
E_HOMO   -6.973 eV
ΔE to the lowest compared entry with this formula, charge and spin   0.00 kcal/mol

Positions of all 31 atoms, in Å:
C  0.24  -2.44  -2.90
C  0.43  -1.01  -2.36
C  -0.33  0.20  -2.89
C  0.11  -1.10  -0.84
C  -1.30  -1.51  -0.60
O  -1.90  -0.46  0.22
C  -0.88  0.28  0.70
C  -0.69  0.80  1.86
O  -1.55  1.08  2.90
C  -0.75  1.33  4.03
C  0.65  1.06  3.52
N  0.59  1.30  2.11
P  1.68  0.95  0.87
N  1.69  2.48  0.12
N  0.17  0.23  -0.23
H  0.95  -2.99  -2.35
H  0.52  -2.52  -3.97
H  -0.76  -2.78  -2.74
H  1.57  -0.84  -2.44
H  0.30  1.06  -2.64
H  -1.29  0.38  -2.44
H  -0.51  0.18  -3.96
H  0.80  -1.78  -0.21
H  -1.87  -1.69  -1.49
H  -1.26  -2.41  -0.03
H  -1.12  0.75  4.87
H  -0.91  2.44  4.24
H  1.25  1.83  3.98
H  0.99  0.09  3.88
H  0.86  2.74  -0.39
H  2.31  2.35  -0.78